one.
Density functional theory data (the ωB97M-V functional and the def2-TZVPD basis) for the molecule C6H11P.

Atoms and positions in Å:
C1 3.683 -0.239 -1.485
C2 -0.479 0.145 0.402
C3 -0.156 -0.058 -0.875
C4 -2.356 0.771 1.934
C5 -1.488 1.224 0.773
C6 0.740 -1.125 -1.540
P1 2.328 -0.064 -2.441
H1 4.579 0.234 -1.935
H2 3.801 -0.760 -0.642
H3 -0.313 -0.603 1.191
H4 -0.631 0.595 -1.505
H5 -3.321 1.226 2.050
H6 -2.638 -0.232 1.791
H7 -1.874 0.696 2.868
H8 -2.282 1.427 -0.044
H9 -0.966 2.203 1.043
H10 1.347 -1.707 -0.720
H11 0.074 -1.639 -2.268

Computed properties:
SMILES: C=PC/C=C/CC
HOMO level, eV: -8.7


two.
Density functional theory data (the ωB97M-V functional and the def2-TZVPD basis) for a structure of composition C6H11P.

Atoms and positions in Å:
C1 1.241 -0.862 0.112
C2 -0.367 1.184 -0.372
C3 0.219 2.402 -0.334
C4 2.280 -0.005 0.705
C5 -2.103 -0.810 -1.455
C6 -1.117 -0.871 1.242
P1 -1.831 0.336 0.015
H1 1.270 2.487 -0.369
H2 -0.326 3.305 -0.236
H3 1.938 0.712 1.413
H4 3.158 -0.546 1.069
H5 2.832 0.628 -0.004
H6 -2.347 -1.820 -1.113
H7 -2.949 -0.398 -2.166
H8 -1.181 -0.922 -2.173
H9 -1.460 -1.893 1.225
H10 0.144 -0.955 0.907
H11 -1.446 -0.502 2.204

Computed properties:
HOMO level (spin up / spin down), eV: -6.9 / -6.9


Quick look at relative energies in eV: one 0.000; two 6.262.


one.
Density functional theory data (the ωB97M-V functional and the def2-TZVPD basis) for a structure of composition C3H6N4.

Atoms and positions in Å:
C1 -1.039 0.268 0.043
C2 -0.067 -0.674 -0.128
C3 0.720 1.465 -0.133
H1 -3.407 0.320 -0.269
H2 -2.456 -1.485 -0.263
H3 0.072 -1.779 0.339
H4 2.043 -0.483 1.159
H5 2.591 -1.333 -0.374
H6 1.283 2.294 -0.152
N1 -2.420 -0.218 -0.022
N2 1.035 0.249 -0.381
N3 2.293 -0.253 0.059
N4 -0.648 1.629 0.122

Computed properties:
HOMO level, eV: -7.9


two.
Density functional theory data (the ωB97M-V functional and the def2-TZVPD basis) for the molecule C3H6N4.

Atoms and positions in Å:
C1 -2.202 -0.647 0.009
C2 -0.058 0.754 -0.351
C3 2.005 0.201 0.479
H1 -2.489 1.421 0.260
H2 -2.719 -1.665 0.030
H3 -0.119 -1.389 0.556
H4 -0.479 1.646 -0.872
H5 2.403 0.186 1.474
H6 3.098 -0.753 -1.306
N1 -2.942 0.369 0.063
N2 -0.658 -0.595 -0.147
N3 1.090 1.035 0.006
N4 3.072 -0.563 -0.202

Computed properties:
SMILES: [H]/N=C\N=C/N/C=N\[H]
HOMO level, eV: -9.2


Quick look at relative energies in eV: one 0.693; two 0.000.


one.
Density functional theory data (the ωB97M-V functional and the def2-TZVPD basis) for the molecule C3H6N4.

Atoms and positions in Å:
C1 0.144 -0.092 0.527
C2 -0.950 0.173 -1.473
C3 1.005 -0.646 1.488
N1 -0.232 -0.824 -1.054
N2 -0.963 1.375 -0.756
N3 -0.292 1.144 0.382
N4 -1.645 0.143 -2.666
H1 1.009 0.089 2.418
H2 0.566 -1.623 1.756
H3 2.006 -1.093 1.359
H4 -0.530 1.786 1.085
H5 -1.549 -0.812 -3.071
H6 -1.515 0.887 -3.257

Computed properties:
SMILES: Cc1nc(N)n[nH]1
HOMO level, eV: -8.2


two.
Density functional theory data (the ωB97M-V functional and the def2-TZVPD basis) for the molecule C3H6N4.

Atoms and positions in Å:
C1 0.469 1.255 -0.879
C2 0.922 0.136 -1.612
C3 -0.072 -0.664 0.318
H1 -1.741 0.490 1.688
H2 -0.037 1.515 1.950
H3 0.315 2.372 -1.147
H4 1.447 0.283 -2.584
H5 1.045 -1.994 -0.666
H6 -0.902 -1.026 1.886
N1 -0.945 1.131 1.310
N2 -0.421 0.620 0.121
N3 0.486 -1.030 -0.925
N4 -0.268 -1.579 1.196

Computed properties:
SMILES: [H]/N=c1/[nH]ccn1N
HOMO level, eV: -7.9


Quick look at relative energies in eV: one 0.000; two 0.867.


one.
Density functional theory data (the ωB97M-V functional and the def2-TZVPD basis) for a structure of composition CH4NOP.

Atoms and positions in Å:
C1 -1.057 -0.312 -0.935
N1 2.223 0.585 1.719
O1 -0.148 0.473 -0.248
P1 1.200 -0.464 1.274
H1 -0.736 -0.743 -1.955
H2 -2.033 0.117 -0.986
H3 -1.488 -1.204 -0.219
H4 2.038 1.547 1.351

Computed properties:
HOMO level (spin up / spin down), eV: -9.3 / -9.3


two.
Density functional theory data (the ωB97M-V functional and the def2-TZVPD basis) for the molecule CH4NOP.

Atoms and positions in Å:
C1 0.829 -0.608 -0.180
N1 2.191 -0.576 0.095
O1 2.624 0.502 0.410
P1 0.243 1.196 -0.321
H1 0.200 -1.121 0.626
H2 0.787 -1.066 -1.201
H3 0.199 1.636 0.970
H4 -1.146 0.770 -0.682

Computed properties:
SMILES: O=NCP
HOMO level, eV: -9.1


Quick look at relative energies in eV: one 0.000; two 0.970.


one.
Density functional theory data (the ωB97M-V functional and the def2-TZVPD basis) for a cluster of 2 separate species, C3H7NO3S in total.

Atoms and positions in Å:
C1 -1.759 -2.227 -0.321
C2 1.724 0.286 0.032
C3 2.037 1.715 0.389
N1 -1.085 -1.346 0.220
O1 -1.113 1.266 -0.907
O2 -3.134 0.373 0.134
O3 1.795 -0.773 0.644
S1 -1.727 0.727 0.318
H1 -1.376 -3.201 -0.666
H2 -2.836 -2.116 -0.591
H3 1.310 0.478 -1.008
H4 2.627 1.846 1.217
H5 1.038 2.107 0.715
H6 2.518 2.318 -0.438
H7 -0.018 -1.453 0.264

Computed properties:
HOMO level, eV: -9.9


two.
Density functional theory data (the ωB97M-V functional and the def2-TZVPD basis) for the molecule C3H7NO3S.

Atoms and positions in Å:
C1 -0.994 0.300 -0.692
C2 -0.822 -1.188 -0.275
C3 0.576 -0.232 1.212
N1 -0.550 1.178 0.256
O1 1.800 -0.515 -1.302
O2 1.968 1.518 0.149
O3 -0.289 -1.204 1.032
S1 2.122 -0.025 0.044
H1 -0.255 0.386 -1.424
H2 -1.999 0.417 -0.936
H3 -1.772 -1.784 -0.472
H4 -0.216 -1.569 -1.011
H5 0.733 -0.214 2.305
H6 0.971 1.618 0.208
H7 -1.275 1.314 0.907

Computed properties:
HOMO level, eV: -9.0


Quick look at relative energies in eV: one 0.000; two 1.778.


one.
Density functional theory data (the ωB97M-V functional and the def2-TZVPD basis) for the molecule CH5N3O.

Atoms and positions in Å:
C1 0.135 0.581 -0.037
H1 2.644 -0.898 -0.498
H2 2.488 0.784 -0.186
H3 0.577 1.573 -0.167
H4 -1.666 1.264 -0.485
H5 -2.148 -0.989 0.773
N1 2.213 -0.195 0.118
N2 0.838 -0.422 -0.001
N3 -1.252 0.602 0.184
O1 -1.913 -0.640 -0.166

Computed properties:
SMILES: N/N=C/NO
HOMO level, eV: -8.6


two.
Density functional theory data (the ωB97M-V functional and the def2-TZVPD basis) for a cluster of 2 separate species, CH5N3O in total.

Atoms and positions in Å:
C1 -0.219 -0.697 -1.481
N1 -0.360 -0.848 -0.203
N2 0.075 0.308 1.994
N3 0.478 1.069 1.084
O1 0.799 2.259 1.195
H1 0.453 -1.422 -2.172
H2 0.254 0.317 -1.561
H3 -1.252 -0.748 -2.040
H4 -0.189 -0.523 1.517
H5 -0.317 0.721 2.893

Computed properties:
HOMO level (spin up / spin down), eV: -8.7 / -8.7


three.
Density functional theory data (the ωB97M-V functional and the def2-TZVPD basis) for the molecule CH5N3O.

Atoms and positions in Å:
C1 0.059 0.774 -0.132
H1 -1.224 -1.230 -0.545
H2 -2.733 -0.455 -0.237
H3 0.579 1.764 -0.181
H4 0.550 -1.038 0.459
H5 2.531 0.520 0.762
N1 -1.765 -0.571 0.100
N2 -1.179 0.761 0.010
N3 0.922 -0.352 -0.179
O1 2.260 -0.173 -0.057

Computed properties:
SMILES: N/N=C\NO
HOMO level, eV: -8.9


Quick look at relative energies in eV: one 0.000; two 3.950; three 0.269.